88
Properties=species:S:1:pos:R:3 method="wB97M-V/def2-TZVPD" e_homo_ev=-7.0 e_lumo_ev=-4.7682
N 4.79 -1.81 2.41
C 4.02 -1.22 1.60
N 4.47 -1.09 0.26
N 2.73 -0.74 2.00
C 2.42 0.60 1.50
C 1.15 1.14 2.39
C -0.16 1.49 1.46
C -1.33 0.60 2.00
Si -3.06 0.79 1.19
P -4.22 -0.98 1.97
O -5.15 -0.55 3.01
O -4.89 -1.85 0.78
O -3.10 -1.91 2.62
H 4.37 -1.88 3.34
H 4.26 -1.92 -0.27
H 4.13 -0.26 -0.20
H 2.71 -0.67 3.01
H 3.26 1.27 1.78
H 2.23 0.63 0.39
H 0.84 0.41 3.12
H 1.44 2.07 3.01
H 0.05 1.37 0.32
H -0.47 2.61 1.66
H -1.05 -0.46 1.86
H -1.46 0.77 3.07
H -3.02 0.79 -0.29
H -3.76 1.97 1.73
H -5.00 -1.26 0.03
H -3.50 -2.46 3.33
O -4.11 -6.53 4.40
S -4.63 -5.42 3.65
O -4.31 -5.52 2.23
O -4.18 -4.14 4.19
O -6.22 -5.39 3.80
C -0.25 -7.02 0.49
C 0.23 -5.72 1.11
C -0.84 -5.48 2.17
O -1.30 -6.76 2.59
C -0.81 -7.75 1.70
H 0.54 -7.58 -0.03
H -1.05 -6.82 -0.23
H 1.20 -5.86 1.59
H 0.32 -4.89 0.40
H -1.70 -4.93 1.76
H -0.46 -4.92 3.03
H -0.02 -8.32 2.21
H -1.62 -8.44 1.44
Ca 1.46 2.93 0.77
Al -1.83 2.78 -0.20
C 7.36 0.06 -3.29
C 6.50 0.64 -2.20
O 5.25 0.75 -2.31
N 7.09 1.03 -1.08
C 8.50 0.98 -0.74
H 6.75 -0.22 -4.14
H 8.09 0.80 -3.62
H 7.87 -0.83 -2.92
H 6.45 1.41 -0.39
H 8.63 0.38 0.15
H 8.85 2.00 -0.53
H 9.09 0.57 -1.55
Cl 5.66 3.08 -3.28
O 4.14 5.75 -5.07
H 4.78 5.15 -4.68
Br 4.62 0.31 -7.91
C 3.11 0.98 -6.88
C 3.54 2.02 -5.87
Br 4.41 1.16 -4.34
H 2.63 0.12 -6.42
H 2.43 1.43 -7.61
H 2.68 2.55 -5.46
H 4.25 2.75 -6.28
C -6.77 3.66 -0.08
C -5.97 4.74 0.63
O -5.33 5.64 -0.26
C -6.18 6.38 -1.12
C -7.20 7.24 -0.39
H -6.13 3.09 -0.76
H -7.21 2.97 0.65
H -7.58 4.07 -0.67
H -5.18 4.26 1.21
H -6.60 5.28 1.34
H -6.68 5.70 -1.83
H -5.53 7.02 -1.72
H -7.88 6.65 0.21
H -7.79 7.81 -1.11
H -6.69 7.94 0.27
Cl -7.05 -6.98 3.90

72
Properties=species:S:1:pos:R:3 method="wB97M-V/def2-TZVPD" smiles=CC1(C)CCCC(C)(C)N1O.CC1(C)CCCC(C)(C)N1O.O.O.O.O de_lowest_kj_mol=94.5 e_homo_ev=-8.2 e_lumo_ev=0.1247
O -1.13 2.60 1.47
H -0.91 2.12 2.29
H -2.08 2.77 1.44
O 2.28 2.10 4.40
H 2.99 2.39 3.83
H 1.63 2.82 4.45
O 3.19 -0.54 4.78
H 3.05 0.41 4.87
H 3.95 -0.60 4.21
O -0.56 1.21 3.68
H -1.10 0.52 4.07
H 0.36 1.02 3.94
C 4.46 0.64 1.16
C 3.61 -0.46 0.54
C 2.16 -0.18 0.91
C 1.21 -1.18 0.22
C 1.35 -0.97 -1.24
C 2.78 -1.18 -1.73
N 3.67 -0.32 -0.89
O 4.97 -0.72 -1.37
C 3.08 -2.67 -1.62
C 2.92 -0.69 -3.17
C 4.05 -1.91 1.07
H 4.29 1.68 0.75
H 5.50 0.37 1.20
H 4.26 0.76 2.21
H 1.96 -0.17 1.98
H 1.87 0.79 0.42
H 0.21 -0.91 0.54
H 1.30 -2.15 0.58
H 1.04 0.07 -1.45
H 0.63 -1.57 -1.81
H 2.47 -3.13 -0.86
H 3.06 -3.25 -2.51
H 4.11 -2.91 -1.30
H 3.86 -0.86 -3.61
H 2.20 -1.29 -3.75
H 2.69 0.34 -3.27
H 4.57 -1.71 2.04
H 4.82 -2.41 0.47
H 3.32 -2.65 1.33
H 5.50 0.07 -1.51
C -2.65 -0.60 1.42
C -3.23 -0.48 0.02
C -4.77 -0.38 0.18
C -5.47 0.03 -1.12
C -4.87 1.41 -1.57
C -3.39 1.41 -1.80
N -2.80 0.89 -0.57
O -1.39 0.96 -0.69
C -3.05 0.67 -3.10
C -2.97 2.84 -1.90
C -2.71 -1.73 -0.79
H -2.65 -1.63 1.81
H -1.58 -0.34 1.27
H -3.07 0.18 2.02
H -5.11 -1.36 0.53
H -5.06 0.40 0.85
H -5.37 -0.73 -1.92
H -6.53 0.13 -0.92
H -5.22 2.14 -0.84
H -5.33 1.74 -2.53
H -3.69 -0.23 -3.13
H -2.01 0.44 -3.16
H -3.36 1.25 -3.97
H -1.99 2.79 -2.36
H -2.96 3.28 -0.94
H -3.67 3.48 -2.52
H -1.66 -1.89 -0.77
H -3.08 -2.69 -0.45
H -2.89 -1.79 -1.85
H -1.09 1.55 0.05

75
Properties=species:S:1:pos:R:3 method="wB97M-V/def2-TZVPD" charge=-1 e_homo_ev=-4.0 e_lumo_ev=2.2119
C 2.51 7.92 2.95
C 1.56 6.74 2.82
O 2.32 5.59 2.46
C 1.85 4.36 2.97
C 0.59 3.80 2.27
O -0.49 3.56 3.13
C -1.23 4.72 3.56
C -2.58 4.23 4.12
O -3.59 4.56 3.23
P -3.17 5.72 1.98
O -1.46 5.61 2.55
H 3.30 7.85 2.19
H 2.99 7.95 3.93
H 1.98 8.86 2.81
H 1.04 6.55 3.76
H 0.78 6.93 2.08
H 2.69 3.67 2.83
H 1.66 4.44 4.05
H 0.32 4.47 1.45
H 0.83 2.82 1.85
H -0.64 5.21 4.35
H -2.74 4.68 5.11
H -2.53 3.14 4.24
H -4.55 5.78 1.56
H -2.91 4.62 1.07
H -2.75 6.67 0.97
H -3.37 6.79 2.93
C -1.79 -1.59 1.27
O -0.78 -2.46 1.76
C -0.30 -3.41 0.83
C 1.12 -3.11 0.41
N 1.20 -1.90 -0.38
C 2.54 -1.41 -0.65
C 3.43 -1.02 0.53
O 2.98 0.12 1.23
C 2.05 -0.14 2.26
H -2.17 -1.04 2.13
H -1.40 -0.86 0.54
H -2.60 -2.15 0.81
H -0.96 -3.45 -0.05
H -0.33 -4.39 1.31
H 1.49 -3.95 -0.19
H 1.73 -3.08 1.33
H 0.67 -1.17 0.07
H 2.45 -0.53 -1.29
H 3.08 -2.17 -1.23
H 4.41 -0.76 0.12
H 3.58 -1.86 1.23
H 2.30 -1.06 2.80
H 1.02 -0.22 1.90
H 2.09 0.70 2.96
C 0.98 -2.24 -3.77
O 0.09 -2.56 -4.82
C 0.50 -3.62 -5.67
C -0.33 -4.86 -5.43
N -0.05 -5.43 -4.13
C -0.96 -6.48 -3.69
C -2.43 -6.12 -3.49
O -2.67 -5.26 -2.40
C -2.52 -3.88 -2.66
H 0.61 -1.34 -3.30
H 1.03 -3.02 -3.01
H 1.99 -2.06 -4.16
H 1.56 -3.84 -5.52
H 0.36 -3.29 -6.70
H -0.10 -5.60 -6.20
H -1.39 -4.57 -5.56
H -0.03 -4.70 -3.43
H -0.59 -6.87 -2.74
H -0.91 -7.31 -4.41
H -2.97 -7.05 -3.27
H -2.87 -5.70 -4.40
H -2.83 -3.63 -3.68
H -1.50 -3.53 -2.51
H -3.16 -3.35 -1.95